(1)
Computed, not measured: C5H11NO in the gas phase in a non-equilibrium geometry, with ωB97M-V/def2-TZVPD.

Positions of all 18 atoms, in Å:
C -0.555 -1.781 1.311
C -0.689 -0.258 1.195
N -0.871 0.200 -0.181
C -0.329 1.488 -0.572
C 1.063 1.255 -1.276
C 1.146 -0.247 -0.956
O 2.021 -0.726 -0.253
H -0.755 -2.288 0.366
H 0.441 -2.057 1.643
H -1.273 -2.168 2.035
H 0.233 0.212 1.525
H -1.501 0.063 1.849
H -1.514 -0.315 -0.757
H -0.173 2.078 0.334
H -1.002 2.089 -1.180
H 0.873 1.457 -2.329
H 1.864 1.873 -0.884
H 1.020 -0.875 -1.868

Forces on the atoms, in the same order (eV/Å):
-0.2570 -0.0289 0.1476
-0.1210 -0.0784 -0.3236
0.5574 -0.5446 0.2222
0.4829 0.9792 0.2536
-2.7042 -0.1989 1.1621
4.1134 -0.2261 -3.0950
-0.9018 0.3949 1.4608
0.0867 0.0773 -0.0446
0.0791 -0.0989 -0.1129
0.0500 -0.0287 -0.0070
0.0304 0.0218 0.2416
-0.0706 0.3050 0.0232
-0.1026 0.3255 -0.0173
-0.1163 -0.0638 0.0366
-0.2141 -0.2112 -0.1045
0.6021 -0.3612 -0.2105
0.1376 -0.1898 0.0966
-1.6521 -0.0733 0.2711

HOMO-LUMO gap ... 9.68 eV
HOMO ... -8.65 eV
ΔE to the lowest compared entry with this formula, charge and spin ... 62.4 kcal per mole
F_max ... 5.15 eV Å⁻¹
SMILES string ... CCNCCC=O

***

(2)
Computed, not measured: C5H11NO in the gas phase, with ωB97M-V/def2-TZVPD.

Positions of all 18 atoms, in Å:
C -1.976 0.588 -0.713
C -1.427 -0.531 0.156
N 0.010 -0.388 0.382
C 0.410 0.407 1.523
C 0.819 -0.684 -0.678
C 2.259 -0.210 -0.634
O 0.377 -1.277 -1.654
H -3.047 0.450 -0.889
H -1.467 0.574 -1.682
H -1.813 1.570 -0.253
H -1.607 -1.506 -0.306
H -1.909 -0.534 1.140
H -0.005 -0.028 2.440
H 1.496 0.418 1.625
H 0.058 1.448 1.454
H 2.700 -0.492 -1.592
H 2.810 -0.685 0.186
H 2.312 0.880 -0.505

Forces on the atoms, in the same order (eV/Å):
0.0339 0.0983 -0.1914
-0.0847 -0.2534 0.3111
-0.0405 0.0813 -0.1198
0.0905 0.0675 0.1233
-0.1459 0.0538 -0.2180
-0.0089 -0.1048 -0.0179
0.2334 0.1681 0.2365
0.1201 0.0780 0.0571
-0.1254 0.0092 0.1167
-0.0987 -0.1824 -0.0491
0.0319 0.1943 0.0345
0.0501 -0.0090 -0.1277
0.0541 0.0576 -0.1507
-0.1770 0.0122 -0.0071
0.0631 -0.1667 -0.0322
0.0285 0.0733 0.2280
-0.0290 0.1029 -0.1639
0.0044 -0.2803 -0.0294

HOMO-LUMO gap ... 10.07 eV
HOMO ... -9.16 eV
ΔE to the lowest compared entry with this formula, charge and spin ... 8.5 kcal per mole
F_max ... 0.41 eV Å⁻¹
SMILES string ... CCN(C)C(C)=O

***

(3)
Computed, not measured: 2 unconnected molecules or ions with the total composition C5H11NO in a non-equilibrium geometry, with ωB97M-V/def2-TZVPD.

Positions of all 18 atoms, in Å:
C -0.533 1.455 1.569
C -1.093 0.924 0.402
C -0.691 1.342 -1.038
N 0.142 0.258 -1.563
C 1.083 -0.392 -0.721
C 1.359 -1.717 -0.908
H -1.045 1.104 2.522
H 0.094 2.308 1.609
H -1.586 -0.043 0.500
H -1.493 1.594 -1.739
H -0.260 2.322 -0.860
H -0.428 -0.337 -2.191
H 1.802 0.299 -0.238
H 0.666 -2.267 -1.539
H 2.267 -2.207 -0.648
O -0.333 -1.504 1.900
H -0.181 -2.302 1.462
H 0.230 -0.838 1.482

Forces on the atoms, in the same order (eV/Å):
-3.7231 -1.9761 -1.6312
1.4878 1.2362 1.5053
-0.2178 -0.1999 2.2742
-0.4623 0.0934 -0.2006
0.9978 -0.8972 -2.2224
-1.0811 1.8796 -0.1882
1.3533 0.2203 -1.1404
0.4890 0.7545 -0.1432
-0.4728 0.4332 0.0307
-0.2077 -0.6607 0.2777
1.1544 0.0590 -0.5041
0.9551 0.2480 0.8538
-0.7471 -0.5334 0.0245
0.0871 -0.1178 0.0842
0.4409 -0.1047 0.6211
-0.4761 1.8038 1.4794
0.5655 -1.8439 -1.1581
-0.1428 -0.3943 0.0373

HOMO-LUMO gap ... 9.43 eV
HOMO ... -8.38 eV
ΔE to the lowest compared entry with this formula, charge and spin ... 74.8 kcal per mole
F_max ... 4.52 eV Å⁻¹
SMILES string ... C=CCNC=C.O

***

(4)
Computed, not measured: 2 unconnected molecules or ions with the total composition C5H11NO in a non-equilibrium geometry, with ωB97M-V/def2-TZVPD.

Positions of all 18 atoms, in Å:
C -1.765 -1.251 2.457
C -1.260 -0.107 1.901
C -0.600 -0.177 0.516
N -0.979 0.668 -0.542
C -0.236 0.654 -1.632
C -0.494 0.674 -2.989
H -2.138 -1.457 3.466
H -1.859 -2.004 1.689
H -1.762 0.836 2.026
H -0.465 -1.170 0.112
H 0.364 0.089 0.911
H -1.973 0.968 -0.485
H 0.758 0.280 -1.417
H -1.342 1.269 -3.399
H 0.176 0.277 -3.750
O 4.056 -0.347 0.243
H 5.019 0.106 0.156
H 3.756 0.145 1.024

Forces on the atoms, in the same order (eV/Å):
0.6975 1.2526 -1.0134
-3.0134 -1.7356 -1.7335
0.8137 -0.8169 2.1175
-3.5530 2.5281 2.0879
1.4569 -1.8074 -4.3626
-1.0304 1.6088 1.2047
-0.1089 0.6071 -0.5580
0.6314 -1.0253 0.5874
0.9452 0.9480 1.3982
-0.2289 -0.8457 0.4246
1.3278 0.3357 -0.5333
1.2752 -0.3381 -0.8082
0.1625 -0.2148 0.2007
0.2611 -0.9770 0.3964
0.3831 0.4773 0.5905
3.5383 2.0999 0.1818
-3.2794 -1.7860 -0.0046
-0.2787 -0.3105 -0.1762

HOMO-LUMO gap ... 8.32 eV
HOMO ... -7.64 eV
ΔE to the lowest compared entry with this formula, charge and spin ... 103.4 kcal per mole
F_max ... 4.94 eV Å⁻¹
SMILES string ... C=CCNC=C.O

***

(5)
Computed, not measured: C5H11NO in the gas phase, with ωB97M-V/def2-TZVPD.

Positions of all 18 atoms, in Å:
C -2.105 0.481 -0.834
C -1.422 -0.417 0.197
N 0.014 -0.177 0.326
C 0.485 0.322 1.601
C 0.811 -0.481 -0.742
C 2.297 -0.182 -0.631
O 0.342 -0.969 -1.762
H -3.184 0.526 -0.651
H -1.932 0.102 -1.842
H -1.707 1.500 -0.778
H -1.587 -1.470 -0.060
H -1.856 -0.249 1.188
H 0.172 -0.348 2.412
H 1.573 0.380 1.620
H 0.086 1.323 1.811
H 2.744 -0.413 -1.599
H 2.779 -0.798 0.136
H 2.487 0.869 -0.391

Forces on the atoms, in the same order (eV/Å):
-0.0033 0.0214 -0.0460
-0.1323 -0.0485 0.0518
0.0999 -0.0700 -0.2205
0.0942 0.0505 0.0894
-0.0488 -0.0056 0.0588
0.0480 -0.0019 -0.0509
0.0958 0.0840 0.2482
0.1446 -0.0446 -0.0230
-0.0028 0.0974 0.1274
-0.0809 -0.0949 0.0339
0.0171 0.1249 0.0145
0.0778 -0.0254 -0.1332
0.0385 0.0948 -0.1148
-0.1690 0.0069 -0.0128
0.0409 -0.1313 -0.0390
-0.0703 0.0216 0.1366
-0.0941 0.0733 -0.0958
-0.0554 -0.1526 -0.0247

HOMO-LUMO gap ... 10.03 eV
HOMO ... -9.16 eV
ΔE to the lowest compared entry with this formula, charge and spin ... 9.2 kcal per mole
F_max ... 0.28 eV Å⁻¹
SMILES string ... CCN(C)C(C)=O

***

(6)
Computed, not measured: 2 unconnected molecules or ions with the total composition C5H11NO, with ωB97M-V/def2-TZVPD.

Positions of all 18 atoms, in Å:
C 1.886 -0.316 0.355
C 0.831 0.430 0.683
C -0.042 0.173 1.877
N 0.527 1.584 -0.087
C -0.722 1.990 -0.470
O -1.774 1.478 -0.153
H 2.171 -1.167 0.963
H 2.482 -0.112 -0.530
H 0.303 -0.714 2.413
H -0.011 1.031 2.558
H -1.082 0.036 1.575
H 1.300 2.017 -0.573
H -0.671 2.881 -1.124
C -1.040 -1.864 -1.498
H -1.795 -2.588 -1.184
H -1.531 -1.007 -1.966
H -0.356 -2.332 -2.211
H -0.476 -1.520 -0.628

Forces on the atoms, in the same order (eV/Å):
-0.0668 0.0712 0.0480
0.1845 -0.1595 0.0796
-0.0224 -0.0403 0.0212
-0.0571 -0.0082 -0.1029
-0.2089 -0.0488 0.0724
0.3893 0.1907 -0.0987
-0.0518 0.1283 -0.0404
-0.0870 0.0151 0.1180
-0.0127 0.1300 -0.0999
-0.0109 -0.0852 -0.0974
0.1314 -0.0023 0.0375
-0.1206 -0.0551 0.0418
-0.0086 -0.0888 0.0636
0.0044 0.0077 0.0110
0.1017 0.1005 -0.0614
0.0552 -0.1228 0.0767
-0.1061 0.0576 0.1043
-0.1135 -0.0902 -0.1734

HOMO-LUMO gap ... 9.94 eV
HOMO ... -9.12 eV
ΔE to the lowest compared entry with this formula, charge and spin ... 24.2 kcal per mole
F_max ... 0.44 eV Å⁻¹
SMILES string ... C=C(C)NC=O.C

***

(7)
Computed, not measured: 2 unconnected molecules or ions with the total composition C5H11NO, with ωB97M-V/def2-TZVPD.

Positions of all 18 atoms, in Å:
C -1.052 1.968 -0.461
N -0.357 0.741 -0.151
C -0.084 -0.091 -1.068
C -0.370 -0.005 -2.547
O 0.539 -1.245 -0.755
H -0.501 2.814 -0.034
H -1.199 2.166 -1.532
H -2.039 1.957 0.017
H 0.093 -0.849 -3.059
H 0.021 0.925 -2.969
H -1.449 -0.029 -2.730
H 0.662 -1.242 0.214
C 1.053 -1.813 2.554
C 0.985 -0.493 2.401
H 0.183 -2.397 2.846
H 1.977 -2.363 2.396
H 1.849 0.096 2.101
H 0.059 0.057 2.536

Forces on the atoms, in the same order (eV/Å):
-0.0976 0.1818 -0.0749
0.1004 -0.3230 -0.3546
-0.2023 0.3876 0.0366
-0.0096 0.0526 -0.0411
0.0503 -0.0485 0.2280
-0.0858 -0.1215 -0.0638
0.0315 -0.0485 0.1488
0.1320 0.0165 -0.0683
-0.0720 0.1177 0.0818
-0.0572 -0.1257 0.0756
0.1456 0.0047 0.0340
0.0027 -0.0349 -0.1233
0.0060 0.1484 0.0096
0.0169 -0.1695 0.0705
0.1151 0.0965 -0.0431
-0.1105 0.0973 0.0228
-0.1018 -0.1155 0.0571
0.1365 -0.1162 0.0044

HOMO-LUMO gap ... 10.48 eV
HOMO ... -9.45 eV
ΔE to the lowest compared entry with this formula, charge and spin ... 40.2 kcal per mole
F_max ... 0.49 eV Å⁻¹
SMILES string ... C/N=C(\C)O.C=C

***

(8)
Computed, not measured: 2 unconnected molecules or ions with the total composition C5H11NO, with ωB97M-V/def2-TZVPD.

Positions of all 18 atoms, in Å:
C 2.890 0.678 -0.172
N 2.175 -0.368 0.506
C 1.397 -0.508 1.409
O 0.638 -0.771 2.271
H 2.203 1.311 -0.743
H 3.604 0.229 -0.866
H 3.440 1.300 0.541
C -1.784 -1.419 -0.147
C -1.159 -0.185 -0.796
C -1.431 1.090 0.001
H -1.427 -1.536 0.883
H -1.532 -2.332 -0.697
H -2.877 -1.336 -0.115
H -0.076 -0.336 -0.891
H -1.542 -0.069 -1.818
H -2.505 1.312 0.031
H -1.090 0.981 1.038
H -0.925 1.959 -0.436

Forces on the atoms, in the same order (eV/Å):
0.1099 0.1964 -0.0963
-0.4077 -0.1899 0.5214
-0.0394 -0.0782 0.1006
0.5223 0.1814 -0.5402
0.0853 -0.1009 0.0894
-0.1147 0.0610 0.1109
-0.0752 -0.0740 -0.1131
-0.0252 -0.0564 0.0232
0.0427 0.0015 -0.0588
-0.0108 0.0537 0.0299
-0.0692 0.0114 -0.1667
-0.0555 0.1263 0.0681
0.1496 -0.0021 -0.0032
-0.1800 0.0209 -0.0029
0.0504 -0.0134 0.1366
0.1498 -0.0388 0.0041
-0.0506 0.0237 -0.1590
-0.0817 -0.1225 0.0560

HOMO-LUMO gap ... 11.13 eV
HOMO ... -10.37 eV
ΔE to the lowest compared entry with this formula, charge and spin ... 19.7 kcal per mole
F_max ... 0.77 eV Å⁻¹
SMILES string ... CN=C=O.CCC

***

(9)
Computed, not measured: 2 unconnected molecules or ions with the total composition C5H11NO in a non-equilibrium geometry, with ωB97M-V/def2-TZVPD.

Positions of all 18 atoms, in Å:
C 0.414 2.127 1.283
C -0.501 1.380 0.672
C -0.199 0.202 -0.210
N 1.126 -0.219 -0.182
C -1.180 -0.426 -0.886
C -0.963 -1.071 -2.227
H 1.436 1.805 1.495
H 0.149 2.994 1.878
H -1.532 1.731 0.636
H 1.315 -0.916 -0.893
H 1.790 0.540 -0.105
H -2.119 -0.656 -0.379
H -0.107 -0.617 -2.736
H -1.769 -0.883 -2.933
H -0.878 -2.161 -2.197
O 1.256 -1.264 2.553
H 1.299 -0.767 1.721
H 0.464 -1.801 2.511

Forces on the atoms, in the same order (eV/Å):
0.1933 -0.3266 1.1246
-0.0129 -0.5882 -0.4587
-0.6161 0.7062 1.7153
-0.0907 0.5111 -0.9605
-0.0928 -0.6166 -0.5110
0.3402 -0.3941 0.0128
-0.1154 -0.0118 -0.5134
-0.2144 0.0822 -0.3381
0.1523 -0.1678 0.0019
0.3937 0.1874 0.1694
0.2584 -0.1441 -0.4260
-0.2237 1.1702 -0.4089
0.2261 -0.3276 0.2105
-0.4508 0.1740 0.2862
0.2715 -0.0500 -0.0452
0.3466 0.1347 0.3078
-0.2423 -0.3608 -0.0175
-0.1230 0.0221 -0.1493

HOMO-LUMO gap ... 8.81 eV
HOMO ... -8.04 eV
ΔE to the lowest compared entry with this formula, charge and spin ... 54.1 kcal per mole
F_max ... 1.95 eV Å⁻¹
SMILES string ... C=C/C(N)=C/C.O

***

(10)
Computed, not measured: 2 unconnected molecules or ions with the total composition C5H11NO in a non-equilibrium geometry, with ωB97M-V/def2-TZVPD.

Positions of all 18 atoms, in Å:
C 0.461 -2.059 2.226
N 0.807 -1.319 1.282
C 0.608 -0.044 0.764
C -0.173 0.956 1.167
C -0.438 2.071 0.153
C -1.724 1.799 -0.615
H 1.073 -2.954 2.477
H -0.387 -2.031 2.926
H 1.218 -0.076 -0.131
H -0.820 1.052 2.038
H -0.608 2.986 0.712
H 0.404 2.070 -0.545
H -1.807 2.398 -1.512
H -2.557 1.863 0.124
H -1.995 0.770 -0.889
O 1.790 -2.837 -3.446
H 1.748 -2.036 -3.979
H 2.400 -2.610 -2.752

Forces on the atoms, in the same order (eV/Å):
-0.3037 -0.8243 0.8429
1.7619 -0.4767 0.7673
-0.9023 -1.3278 0.4472
-0.4878 0.8317 -1.4142
0.3701 -1.2122 0.3600
-1.4968 -1.0367 1.1271
-0.2143 0.3283 -0.6352
-0.2704 0.8595 -0.1838
-0.4043 1.2182 -0.3962
0.4139 -0.7808 0.1299
0.5385 0.4731 -0.3593
-0.0192 0.6032 0.2139
-0.4111 0.4360 0.1443
0.1558 1.1077 -0.6868
1.2768 -0.1981 -0.3673
-0.2831 0.0917 -0.4612
-0.0822 -0.1069 -0.0491
0.3580 0.0141 0.5204

HOMO-LUMO gap ... 9.04 eV
HOMO ... -8.50 eV
ΔE to the lowest compared entry with this formula, charge and spin ... 79.8 kcal per mole
F_max ... 2.14 eV Å⁻¹
SMILES string ... C=N/C=C/CC.O

***

(11)
Computed, not measured: C5H11NO in the gas phase in a non-equilibrium geometry, with ωB97M-V/def2-TZVPD.

Positions of all 18 atoms, in Å:
C 1.428 1.669 -1.396
C 0.054 1.491 -0.749
C 0.153 1.215 0.749
C -0.757 0.082 1.272
N -0.161 -1.268 1.119
C -0.289 -2.011 0.008
O -0.789 -1.627 -1.031
H 1.271 2.064 -2.398
H 2.054 2.291 -0.758
H 1.950 0.713 -1.459
H -0.405 0.628 -1.185
H -0.611 2.331 -0.944
H 1.109 0.875 1.153
H -0.190 2.046 1.376
H -0.931 0.195 2.340
H -1.732 0.026 0.811
H 0.163 -1.613 2.005
H 0.191 -3.004 0.043

Forces on the atoms, in the same order (eV/Å):
-0.4390 -0.0524 0.2830
0.6812 -0.3007 0.4705
-1.3593 -0.6680 1.3699
0.1863 -0.7788 -0.4373
-0.3961 1.0915 0.7606
0.5331 -0.2642 -0.5891
-0.2366 0.0682 0.1739
0.5036 0.1640 -0.0046
0.0585 0.4267 -0.3564
-0.1208 -0.0926 -0.1202
-0.3966 -0.4317 -0.4389
0.1310 0.1697 0.0752
0.4880 0.5471 -0.5496
0.4612 0.4087 -0.3472
0.0851 0.1183 0.0883
-0.3349 0.3512 -0.3750
0.2789 -0.7425 -0.4037
-0.1237 -0.0147 0.4006

HOMO-LUMO gap ... 10.58 eV
HOMO ... -9.72 eV
ΔE to the lowest compared entry with this formula, charge and spin ... 18.1 kcal per mole
F_max ... 2.04 eV Å⁻¹
SMILES string ... CCCCNC=O

***

(12)
Computed, not measured: 2 unconnected molecules or ions with the total composition C5H11NO in a non-equilibrium geometry, with ωB97M-V/def2-TZVPD.

Positions of all 18 atoms, in Å:
C 2.422 0.261 -0.440
C 1.491 0.432 0.514
C 0.220 -0.300 0.522
N 0.011 -1.217 -0.490
C -0.754 0.186 1.320
C -2.091 -0.440 1.475
H 2.572 -0.726 -0.863
H 3.283 0.919 -0.429
H 1.742 0.937 1.441
H -0.963 -1.388 -0.683
H 0.519 -1.159 -1.352
H -0.421 0.974 1.980
H -2.860 0.305 1.210
H -2.422 -1.336 0.971
H -2.336 -0.562 2.536
O -0.522 0.911 -2.673
H 0.153 1.345 -3.211
H -0.044 0.858 -1.829

Forces on the atoms, in the same order (eV/Å):
0.5810 -0.0839 1.3040
0.4163 -1.1127 -0.1543
-0.0440 1.3407 -0.4915
-0.6094 -0.9937 0.2735
1.0325 -1.5589 -0.0823
-1.6780 1.6902 0.8334
-0.5720 0.3499 -1.0707
0.1962 -0.2020 0.0575
-0.4691 1.0624 -0.4529
-0.0108 -0.0815 0.0086
0.3992 0.2441 0.0670
-0.4044 -0.0203 0.2659
0.0753 -0.0557 -0.2157
0.7609 -0.3625 -0.3440
0.3163 -0.3218 0.0250
0.7157 0.1799 0.2068
-0.2979 -0.0087 -0.2691
-0.4078 -0.0654 0.0390

HOMO-LUMO gap ... 8.61 eV
HOMO ... -7.93 eV
ΔE to the lowest compared entry with this formula, charge and spin ... 56.4 kcal per mole
F_max ... 2.52 eV Å⁻¹
SMILES string ... C=C/C(N)=C/C.O

***

| no. | electronic energy (eV) |
| --- | --- |
| 1 | -8898.992 |
| 2 | -8901.330 |
| 3 | -8898.454 |
| 4 | -8897.213 |
| 5 | -8901.297 |
| 6 | -8900.648 |
| 7 | -8899.953 |
| 8 | -8900.844 |
| 9 | -8899.350 |
| 10 | -8898.238 |
| 11 | -8900.911 |
| 12 | -8899.251 |